1.
Entry from OMol25: C32H24BrCrN4OS6 as an isolated structure (ωB97M-V with the def2-TZVPD basis set).

## Properties
2S+1	2
relative energy (zero: lowest compared OMol25 entry of this formula, charge and spin)	107.8	kJ/mol
gap between HOMO and LUMO (spin up / spin down)	0.170 / 0.169	Ha
charge	0

Each line ends with the Löwdin spin population.
Element x y z (Å)
Cr 0.3753 0.2652 -0.2159  1.026
Br 2.3622 -4.2449 5.3556  0.001
C 1.6549 -3.0220 4.1009  0.004
C 0.3602 -2.4993 4.3028  -0.002
C -0.1790 -1.6065 3.4211  0.002
C 0.5541 -1.2016 2.2826  -0.001
O -0.0100 -0.3713 1.4529  0.019
C 1.8410 -1.7256 2.0831  0.003
C 2.6491 -1.3222 0.9781  -0.006
N 2.3350 -0.4088 0.1204  0.004
C 3.2953 -0.0347 -0.8569  0.000
C 4.6398 -0.2859 -0.8173  0.002
C 5.4846 0.1630 -1.8578  -0.001
C 4.9850 0.8775 -2.9065  0.002
C 3.6050 1.1919 -2.9485  0.000
C 3.0138 1.9607 -3.9841  0.002
C 1.6887 2.2535 -3.9306  -0.001
C 0.9229 1.7747 -2.8402  0.002
N 1.4355 1.0456 -1.8782  -0.004
C 2.7725 0.7417 -1.9182  0.002
C 2.3829 -2.6486 3.0120  -0.001
H -0.2140 -2.8234 5.1596  0.000
H -1.1820 -1.2227 3.5373  0.000
H 3.6091 -1.8290 0.8804  -0.001
H 5.0825 -0.8116 0.0166  0.000
H 6.5412 -0.0580 -1.8083  0.000
H 5.6294 1.2300 -3.6997  0.000
H 3.6292 2.3055 -4.8046  0.000
H 1.1986 2.8347 -4.6975  0.000
H -0.1368 1.9830 -2.7636  -0.001
H 3.3787 -3.0422 2.8550  0.000
C 2.4360 2.1988 1.6835  0.000
C 1.1560 2.9021 1.3461  0.003
C 0.9575 4.1987 1.8806  0.000
C -0.2002 4.8612 1.6336  0.003
C -1.1993 4.2451 0.8512  0.000
C -2.4407 4.8756 0.5882  -0.003
C -3.3847 4.2310 -0.1543  0.000
C -3.1210 2.9460 -0.6708  -0.004
C -1.9250 2.3137 -0.4442  -0.004
S -1.6437 0.6873 -1.0447  -0.049
C -0.9368 2.9635 0.3408  -0.002
N 0.2568 2.3048 0.5906  -0.004
H 3.0264 2.8067 2.3669  0.000
H 3.0332 2.0184 0.7905  0.000
H 2.2333 1.2421 2.1619  0.000
H 1.7380 4.6348 2.4863  0.000
H -0.3745 5.8505 2.0362  0.000
H -2.6214 5.8608 0.9979  0.000
H -4.3423 4.6924 -0.3484  0.000
H -3.8825 2.4303 -1.2420  0.000
C -4.8620 -5.4475 0.2568  0.000
S -4.4727 -4.6323 -1.3061  0.000
C -4.7292 -2.9566 -0.8690  0.000
C -3.9938 -2.2269 0.0023  0.000
S -2.5572 -2.5598 0.8975  -0.001
S -4.5914 -0.5826 0.1757  -0.001
C -5.8818 -0.6044 -0.9579  0.000
S -6.8213 0.7178 -1.3168  -0.001
S -6.0784 -2.1524 -1.6534  0.000
H -4.9830 -6.5078 0.0428  0.000
H -5.7963 -5.0540 0.6512  0.000
H -4.0676 -5.2829 0.9811  0.000
C -0.7796 -3.8503 -1.8811  0.002
C -0.2573 -2.5584 -1.4692  0.010
N 0.1373 -1.5360 -1.1301  -0.001
H -0.7461 -3.9381 -2.9656  0.001
H -1.8038 -3.9192 -1.5136  0.000
H -0.1857 -4.6407 -1.4250  0.000

---

2.
Entry from OMol25: C32H24ClMnN5O4S3 as an isolated structure (ωB97M-V with the def2-TZVPD basis set).

## Properties
2S+1	6
relative energy (zero: lowest compared OMol25 entry of this formula, charge and spin)	538.2	kJ/mol
gap between HOMO and LUMO (spin up / spin down)	0.164 / 0.199	Ha
charge	-2

Each line ends with the Löwdin spin population.
Element x y z (Å)
Mn -0.0251 -0.8009 0.4000  2.919
Cl -3.0424 4.1873 -4.4241  -0.007
C -2.4322 3.3804 -2.9750  0.002
C -2.7888 3.8613 -1.7265  0.116
C -2.2703 3.2116 -0.6120  0.001
C -1.4440 2.1171 -0.7325  0.084
O -0.8746 1.4898 0.3846  0.058
C -1.0879 1.5855 -1.9979  0.037
C -0.2895 0.4527 -2.3517  0.242
N 0.2253 -0.5230 -1.5883  0.114
C 0.9174 -1.5188 -2.2234  0.039
C 1.4746 -1.4458 -3.5023  0.079
C 2.1735 -2.5330 -4.0594  0.004
C 2.3549 -3.7101 -3.3896  0.078
C 1.8192 -3.8352 -2.0774  0.002
C 1.9857 -4.9854 -1.2770  0.024
C 1.4590 -5.0354 -0.0224  0.002
C 0.7246 -3.9242 0.4480  0.037
N 0.5455 -2.8574 -0.2769  0.035
C 1.0961 -2.7668 -1.5077  0.011
C -1.6117 2.2923 -3.1128  0.086
H -3.4322 4.7223 -1.6162  0.009
H -2.5178 3.6051 0.3620  -0.001
H -0.1871 0.3439 -3.4245  0.017
H 1.4314 -0.5216 -4.0578  0.010
H 2.6026 -2.4168 -5.0496  -0.002
H 2.9127 -4.5316 -3.8246  0.006
H 2.5543 -5.8209 -1.6744  0.001
H 1.5970 -5.8977 0.6170  0.000
H 0.2845 -3.8948 1.4410  0.003
H -1.3524 1.9445 -4.1047  0.003
S 2.2556 -0.3901 0.8902  -0.008
C 2.4396 -1.1106 2.4866  0.000
C 3.7197 -1.3003 3.0232  0.001
C 3.9244 -1.8581 4.2779  0.003
C 2.8284 -2.2458 5.0401  0.002
C 1.5492 -2.0679 4.5250  0.001
C 1.3275 -1.5140 3.2599  -0.001
S -0.3190 -1.3183 2.6469  -0.007
H 4.5688 -0.9949 2.4210  -0.001
H 4.9330 -1.9872 4.6572  0.000
H 2.9661 -2.6789 6.0254  0.000
H 0.6827 -2.3617 5.1093  -0.001
C -4.0796 -1.6421 2.7960  0.001
N -4.2238 -1.6105 1.3378  0.002
C -5.4201 -0.9413 0.8278  0.000
C -3.1066 -1.3967 0.6550  0.001
N -2.1334 -1.2463 0.0610  0.002
H -4.8978 -2.2374 3.2048  0.000
H -4.1049 -0.6252 3.1927  0.001
H -3.1221 -2.0911 3.0565  0.000
H -6.3003 -1.4826 1.1811  0.000
H -5.4110 -0.9548 -0.2595  0.000
H -5.4473 0.0936 1.1705  0.000
O -3.3410 1.3271 1.8124  0.162
C -2.4692 2.1358 2.1453  0.150
N -1.1155 2.0585 1.6248  0.028
S -0.0849 3.3372 2.0799  0.023
O 0.2528 4.1169 0.9187  0.018
O 0.9852 2.8460 2.8911  0.015
C -1.3363 4.0342 3.0505  0.144
C -1.2428 5.2079 3.7696  0.008
C -2.3416 5.6376 4.5085  0.169
C -3.5323 4.8564 4.5029  0.038
C -3.6359 3.6949 3.7839  0.078
C -2.5272 3.2466 3.0114  0.149
H -0.3215 5.7800 3.7615  -0.004
H -2.2860 6.5495 5.0888  0.014
H -4.3839 5.1954 5.0841  -0.001
H -4.5493 3.1129 3.7781  0.005

---

3.
Entry from OMol25: C32H24IN3O4PdS as an isolated structure (ωB97M-V with the def2-TZVPD basis set).

## Properties
2S+1	5
relative energy (zero: lowest compared OMol25 entry of this formula, charge and spin)	0.0	kJ/mol
gap between HOMO and LUMO (spin up / spin down)	0.309 / 0.225	Ha
charge	0

Each line ends with the Löwdin spin population.
Element x y z (Å)
Pd -0.2306 -1.7121 -0.1955  1.550
S 1.1754 -2.4271 1.9847  0.719
C 2.4581 -2.2522 0.8249  0.039
C 3.8077 -2.4416 1.1041  0.059
C 4.7204 -2.2568 0.0788  -0.007
C 4.2701 -1.8980 -1.1838  0.063
C 2.9063 -1.7316 -1.3818  0.004
N 2.0373 -1.8988 -0.3979  0.144
H 4.1157 -2.7208 2.1012  0.003
H 5.7781 -2.3921 0.2633  -0.002
H 4.9572 -1.7456 -2.0037  0.004
H 2.4914 -1.4490 -2.3422  0.000
I -2.6783 -0.2436 -0.5424  0.188
C -3.9469 -1.5866 0.4159  0.014
C -5.2797 -1.3342 0.5434  -0.001
C -6.1085 -2.2744 1.1916  0.004
C -5.5803 -3.4323 1.6800  0.000
C -4.1978 -3.7166 1.5525  0.017
C -3.6443 -4.9238 2.0375  -0.021
C -2.3150 -5.1860 1.8786  0.023
C -1.4700 -4.2491 1.2417  0.056
C -1.9724 -3.0658 0.7952  0.469
C -3.3491 -2.7697 0.9135  0.059
H -5.7056 -0.4200 0.1509  0.003
H -7.1659 -2.0677 1.2916  0.000
H -6.2119 -4.1619 2.1728  0.001
H -4.2985 -5.6374 2.5235  -0.001
H -1.8921 -6.1172 2.2341  0.004
H -0.4290 -4.5034 1.0964  0.017
C -0.2243 -3.9734 -3.6170  0.008
C -0.1990 -3.1839 -2.3395  0.012
O 0.0298 -3.7534 -1.2419  0.125
O -0.4313 -1.9368 -2.3828  0.134
H 0.3725 -4.8768 -3.5172  0.002
H 0.1241 -3.3630 -4.4473  0.001
H -1.2573 -4.2614 -3.8183  0.000
O 1.4698 -0.0783 2.5037  0.170
C 1.1026 0.6560 1.5799  0.019
N 1.4099 1.9788 1.5319  0.008
C 0.9024 2.6197 0.3416  0.006
C 0.2136 1.3910 -0.3127  0.005
O -0.3937 1.4187 -1.3693  0.004
N 0.3817 0.2993 0.4704  0.097
C -0.1210 3.7157 0.6540  0.000
C -0.1427 4.3232 1.9042  0.000
C -1.0394 5.3462 2.1809  0.000
C -1.9314 5.7724 1.2108  0.000
C -1.9198 5.1662 -0.0371  0.000
C -1.0212 4.1486 -0.3167  0.000
C 2.0240 3.1529 -0.5550  0.000
C 3.2838 3.4173 -0.0295  0.000
C 4.2923 3.9370 -0.8296  0.000
C 4.0561 4.1934 -2.1703  0.000
C 2.8038 3.9240 -2.7036  0.000
C 1.7941 3.4106 -1.9045  0.000
H 1.9330 2.4064 2.2731  0.001
H 0.5309 3.9987 2.6857  0.000
H -1.0399 5.8047 3.1614  0.000
H -2.6340 6.5669 1.4257  0.000
H -2.6186 5.4830 -0.8007  0.000
H -1.0383 3.6700 -1.2849  0.000
H 3.4993 3.2130 1.0107  0.000
H 5.2649 4.1383 -0.3990  0.000
H 4.8413 4.5971 -2.7963  0.000
H 2.6087 4.1107 -3.7519  0.000
H 0.8313 3.1826 -2.3380  0.000

---

4.
Entry from OMol25: C32H24N10O4STi as an isolated structure (ωB97M-V with the def2-TZVPD basis set).

## Properties
2S+1	2
relative energy (zero: lowest compared OMol25 entry of this formula, charge and spin)	0.0	kJ/mol
gap between HOMO and LUMO (spin up / spin down)	0.288 / 0.286	Ha
charge	+1

Each line ends with the Löwdin spin population.
Element x y z (Å)
Ti -0.1067 0.5362 0.1133  0.932
O -2.5622 -1.7722 2.5906  -0.001
C -1.9078 -1.2618 1.7214  0.001
N -1.2328 -0.0501 1.7318  -0.006
C -1.3342 0.7903 2.8367  0.000
O -1.9856 0.6376 3.8345  0.001
C -0.4952 2.0421 2.6594  0.007
C -0.5262 3.0500 3.6027  -0.001
C 0.2404 4.1843 3.3830  0.007
C 1.0092 4.2704 2.2314  -0.001
C 0.9943 3.2139 1.3398  0.007
N 0.2590 2.1191 1.5556  0.000
C -1.7003 -1.9807 0.4017  0.007
C -2.3199 -3.1880 0.1447  -0.001
C -2.0915 -3.8000 -1.0772  0.008
C -1.2488 -3.1880 -1.9956  -0.001
C -0.6625 -1.9816 -1.6625  0.008
N -0.8896 -1.3897 -0.4841  0.002
H -1.1527 2.9238 4.4744  0.000
H 0.2335 4.9960 4.0980  0.000
H 1.6050 5.1456 2.0166  0.000
H 1.5710 3.2392 0.4231  0.000
H -2.9616 -3.6122 0.9040  0.000
H -2.5636 -4.7444 -1.3128  0.000
H -1.0465 -3.6371 -2.9573  0.000
H 0.0076 -1.4629 -2.3377  0.000
N -4.2939 0.7608 -6.4709  0.000
C -3.5391 1.1330 -5.3929  0.000
C -2.7109 2.2625 -5.4606  0.000
C -1.9252 2.6214 -4.3889  0.000
C -1.9552 1.8524 -3.2291  0.001
C -2.7739 0.7283 -3.1410  0.000
C -3.5577 0.3701 -4.2137  0.000
S -0.9549 2.3001 -1.8892  0.002
O -0.6137 3.6831 -1.9556  0.000
O -1.6243 1.8410 -0.6377  0.013
N 0.3157 1.2889 -1.7798  -0.003
C 1.2103 1.1266 -2.8296  0.000
N 2.0326 0.0822 -2.7139  0.001
C 2.9038 -0.0817 -3.7068  0.000
C 2.9498 0.7535 -4.8084  0.000
C 2.0140 1.7735 -4.8367  0.000
N 1.1440 1.9726 -3.8523  -0.001
H -4.4392 1.4305 -7.2061  0.000
H -5.0438 0.1069 -6.3313  0.000
H -2.6968 2.8592 -6.3640  0.000
H -1.2855 3.4917 -4.4332  0.000
H -2.8128 0.1556 -2.2232  0.000
H -4.2063 -0.4943 -4.1469  0.000
H 3.5890 -0.9173 -3.6114  0.000
H 3.6645 0.6098 -5.6040  0.000
H 1.9591 2.4662 -5.6688  0.000
N 6.8060 -2.0506 7.8219  0.000
C 6.2025 -1.9083 6.8558  0.000
C 5.4471 -1.7277 5.6450  0.000
C 4.9401 -2.8380 4.9744  0.000
C 4.2080 -2.6659 3.8135  0.000
C 4.0027 -1.3840 3.3261  0.000
C 4.5125 -0.2724 3.9795  0.000
C 5.2302 -0.4450 5.1495  0.000
N 3.2478 -1.2077 2.1275  0.001
C 3.3723 -1.9373 0.9600  0.000
C 2.4424 -1.4452 0.1063  0.004
N 1.7488 -0.4235 0.7272  0.010
C 2.2653 -0.3141 1.9378  0.004
H 5.1091 -3.8289 5.3717  0.000
H 3.7847 -3.5190 3.3006  0.000
H 4.3674 0.7174 3.5672  0.000
H 5.6364 0.4089 5.6732  0.000
H 4.1179 -2.7037 0.8482  0.000
H 2.2412 -1.7098 -0.9154  0.000
H 1.9359 0.3664 2.7056  0.000